The following is a DFT calculation (wB97M-V/def2-TZVPD) of a cluster of 4 separate species, C12H24O4 in total.

Output
SMILES string = CC(C)=O.CC(C)=O.CC(C)=O.CC(C)=O
E = -772.575124 Ha
LUMO level = 0.404 eV
molecular weight = 232.3 g/mol
E_HOMO = -9.2 eV

The geometry in ORCA input format:
```
! RIJCOSX wB97M-V def2-TZVPD def2/J DEFGRID3
* xyz 0 1
C -2.3068 -0.8949 -4.1444
C -2.8070 0.5135 -4.3442
C -2.5462 1.1051 -5.6989
O -3.3664 1.1319 -3.4743
H -2.8500 -1.5793 -4.7998
H -2.4414 -1.2652 -3.1309
H -1.2383 -0.9348 -4.3711
H -2.9523 2.1079 -5.7902
H -2.9848 0.4908 -6.4928
H -1.4742 1.0976 -5.9152
C -0.2274 -0.7838 -0.6636
C -1.0036 0.0471 0.3457
C -0.4562 1.4125 0.6139
O -2.0319 -0.3789 0.8068
H 0.5719 -0.2116 -1.1241
H -0.9873 -1.1059 -1.3751
H 0.1590 -1.6996 -0.2182
H 0.5646 1.3146 0.9999
H -1.0168 2.0495 1.2922
H -0.3680 1.9315 -0.3464
C 3.8216 1.4845 0.3841
C 3.2635 0.0852 0.4089
C 3.7317 -0.8555 -0.6737
O 2.4722 -0.2678 1.2485
H 3.2144 2.1439 0.9945
H 3.9435 1.8249 -0.6443
H 4.8366 1.4417 0.7955
H 3.5129 -1.8831 -0.3953
H 4.8015 -0.7571 -0.8688
H 3.2074 -0.5993 -1.5971
C -0.7991 0.2929 3.9989
C -1.2092 -0.5423 5.1846
C -0.3594 -1.7682 5.4463
O -2.1514 -0.2562 5.8876
H -1.4550 1.1556 3.8981
H -0.8659 -0.3098 3.0948
H 0.2260 0.6541 4.1126
H 0.5876 -1.4485 5.8876
H -0.1657 -2.3054 4.5182
H -0.8500 -2.4377 6.1498
*
```

Results of the natural (NBO) charge analysis, in e, for atoms 1 through 6: atom 1 (C): -0.72, atom 2 (C): 0.59, atom 3 (C): -0.72, atom 4 (O): -0.53, atom 5 (H): 0.23, atom 6 (H): 0.23